{
  "formula": "C26H21BaN6O4P",
  "method": "ωB97M-V with the def2-TZVPD basis set",
  "species": ["Ba", "O", "C", "O", "C", "C", "C", "C", "C", "N", "C", "O", "O", "H", "H", "H", "N", "C", "N", "C", "N", "C", "C", "N", "C", "C", "N", "H", "H", "H", "H", "H", "C", "P", "C", "C", "C", "C", "C", "C", "C", "C", "C", "C", "C", "C", "H", "H", "H", "H", "H", "H", "H", "H", "H", "H", "H", "H", "H"],
  "coordinates": [[0.350209, -0.181420, 0.270527], [-2.152297, -1.411204, -2.977489], [-1.747997, -0.738366, -2.031555], [-1.551597, -1.082781, -0.808281], [-1.253572, 0.684469, -2.334172], [-1.260687, 1.297137, -3.571553], [-0.580223, 2.509617, -3.698970], [0.121659, 3.056658, -2.628127], [0.071892, 2.382827, -1.422196], [-0.619978, 1.250087, -1.305086], [0.957792, 2.653979, -0.198878], [1.941660, 3.366689, -0.375147], [0.606382, 1.983395, 0.852379], [-1.770132, 0.824794, -4.401137], [-0.565579, 3.013927, -4.657120], [0.709199, 3.959975, -2.719338], [0.208642, -3.535408, -2.901789], [0.637644, -2.279592, -2.821890], [1.093496, -2.039002, -1.605784], [0.893086, -3.246792, -0.971503], [0.362633, -4.177845, -1.727253], [1.306554, -3.536079, 0.427597], [1.674072, -4.829283, 0.787293], [2.068530, -5.135921, 2.017719], [2.102377, -4.134661, 2.897840], [1.741192, -2.850720, 2.546959], [1.334510, -2.541970, 1.314016], [-0.324242, -3.958162, -3.643966], [0.591169, -1.579717, -3.642705], [1.649393, -5.621789, 0.049241], [2.428484, -4.364098, 3.904850], [1.776553, -2.047103, 3.274301], [4.099837, -1.164219, -0.638161], [3.198568, 0.466727, -0.651268], [4.422887, 1.406125, 0.353647], [5.756061, 1.544036, -0.035180], [6.676779, 2.175509, 0.791303], [6.272713, 2.675348, 2.024627], [4.946150, 2.554553, 2.416527], [4.023450, 1.930161, 1.581416], [3.520365, 1.021855, -2.375598], [3.819185, 2.347899, -2.692444], [4.016409, 2.726899, -4.015453], [3.910116, 1.795680, -5.042990], [3.595110, 0.478040, -4.739677], [3.400597, 0.098392, -3.416061], [3.538965, -1.929515, -1.167348], [4.215787, -1.479454, 0.401744], [5.091307, -1.072816, -1.081437], [6.080506, 1.163440, -0.997675], [7.708392, 2.276615, 0.474574], [6.989059, 3.170468, 2.670640], [4.622100, 2.961010, 3.367145], [2.976523, 1.884976, 1.864999], [3.873477, 3.088263, -1.898868], [4.253687, 3.759601, -4.244168], [4.074996, 2.094221, -6.071813], [3.509666, -0.257914, -5.530902], [3.165001, -0.934334, -3.192737]],
  "forces_ev_per_angstrom": [[0.518, -3.415, 3.332], [0.015, -0.010, 0.162], [-0.104, -0.028, 0.365], [-1.432, -0.358, -1.656], [0.238, 0.140, 0.294], [0.056, 0.235, -0.104], [-0.019, -0.015, -0.025], [-0.079, 0.010, -0.200], [-0.057, -0.496, 0.014], [-1.202, 1.721, -1.839], [-0.189, 0.497, 0.267], [-0.277, -0.040, 0.306], [0.735, 3.059, -0.316], [0.032, 0.030, 0.014], [-0.008, 0.007, -0.004], [0.000, -0.037, -0.018], [-0.117, -0.305, -0.018], [0.048, 0.181, 0.245], [0.105, -0.924, -0.369], [0.351, 0.162, 0.177], [-0.047, 0.261, -0.160], [-0.147, 0.168, -0.327], [0.082, -0.246, 0.172], [-0.058, 0.157, -0.094], [0.034, -0.289, -0.069], [-0.109, 0.234, -0.131], [0.453, -0.745, 0.268], [0.031, -0.013, 0.000], [-0.028, -0.027, 0.083], [-0.001, 0.005, 0.044], [-0.001, -0.021, -0.020], [-0.008, 0.006, -0.027], [-0.025, 0.172, -0.008], [1.590, 0.015, -0.308], [-0.064, 0.085, -0.042], [0.050, 0.003, 0.010], [-0.113, -0.044, -0.017], [-0.077, -0.010, -0.030], [0.001, -0.043, -0.088], [-0.023, 0.023, 0.011], [0.038, -0.097, -0.005], [-0.070, 0.103, 0.114], [-0.031, -0.055, 0.019], [-0.009, 0.016, 0.093], [-0.017, 0.036, 0.091], [0.032, 0.032, -0.077], [-0.039, 0.005, -0.031], [-0.041, 0.050, -0.021], [0.016, 0.024, 0.002], [-0.013, -0.004, 0.005], [-0.051, -0.004, 0.001], [-0.043, -0.034, -0.030], [0.000, -0.012, -0.040], [0.064, 0.012, -0.018], [0.022, -0.109, -0.107], [-0.004, -0.043, 0.020], [-0.019, -0.003, 0.053], [0.001, 0.019, 0.032], [0.013, -0.039, 0.003]],
  "fmax_ev_per_a": 4.80,
  "e_homo_ev": -8.59,
  "relative_energy_ev": 1.516,
  "homo_lumo_gap_ev": 8.0206,
  "multiplicity": 1
}